(1)
# C2H2O

A molecular structure, C2H2O at a distorted geometry (the ωB97M-V functional and the def2-TZVPD basis, the OMol25 dataset).

HOMO (spin up / spin down) = -8.96 / -8.96 eV
DFT total energy = -4149.5790 eV
net charge = 0
HOMO-LUMO gap (spin up / spin down) = 8.428 / 8.428 eV
energy above the lowest of the compared OMol25 structures with the same formula, charge and spin = 285.7 kJ/mol
lowest unoccupied orbital energy (spin up / spin down) = -0.528 / -0.528 eV

Last column: Mulliken charge in e.
Cartesian coordinates (Å):
1 C -1.0920 0.3136 -0.0234  0.24
2 C 0.7960 -0.3758 -0.0280  -0.47
3 O -2.1648 -0.0580 0.0268  -0.17
4 H 1.1797 0.0271 0.9050  0.20
5 H 1.2812 0.0931 -0.8804  0.20

(2)
# C37H30I2N6OPr

A molecular structure, C37H30I2N6OPr at a distorted geometry (the ωB97M-V functional and the def2-TZVPD basis, the OMol25 dataset).

HOMO (spin up / spin down) = -10.15 / -10.15 eV
DFT total energy = -80111.5404 eV
net charge = +1
HOMO-LUMO gap (spin up / spin down) = 6.803 / 6.804 eV
energy above the lowest of the compared OMol25 structures with the same formula, charge and spin = 0.0 kJ/mol
<S²> = 2.00
lowest unoccupied orbital energy (spin up / spin down) = -3.351 / -3.349 eV
2S+1 = 3

Last column: Mulliken charge in e.
Cartesian coordinates (Å):
1 Pr 0.2712 -0.5389 0.4244  0.90
2 I -3.9689 5.8145 1.4434  0.13
3 C -2.7339 4.2478 1.8897  -0.61
4 C -1.4038 4.5281 1.6124  -0.54
5 C -0.4893 3.4806 1.5374  -0.27
6 I 1.4272 3.9523 0.9868  0.06
7 C -0.8328 2.1666 1.8669  0.07
8 O -0.0299 1.1409 1.8552  -0.19
9 C -2.1783 1.8776 2.1195  0.91
10 C -2.6210 0.4609 2.1575  -1.51
11 N -2.3690 -0.2011 0.8513  0.05
12 C -3.1220 0.4065 -0.2494  -1.72
13 C -2.3579 1.5309 -0.8594  1.06
14 C -2.9778 2.6965 -1.2795  -0.82
15 C -2.2885 3.6295 -1.9942  -0.92
16 C -0.9514 3.5106 -2.1642  -1.33
17 C -0.4024 2.2999 -1.7224  -0.47
18 N -1.0684 1.3193 -1.1024  1.51
19 C -3.0957 2.9232 2.1317  -0.41
20 H -1.1584 5.5607 1.4227  0.41
21 H -3.7054 0.4117 2.3685  0.42
22 H -2.0398 -0.0896 2.8736  0.35
23 H -2.7423 -1.1163 0.9568  0.17
24 H -4.1080 0.7607 0.0560  0.53
25 H -3.2510 -0.3189 -1.0513  0.38
26 H -4.0417 2.8782 -1.0734  0.52
27 H -2.8620 4.4132 -2.4485  0.50
28 H -0.3721 4.2106 -2.7400  0.58
29 H 0.6136 2.1306 -1.9070  0.45
30 H -4.1071 2.7117 2.3600  0.54
31 C 1.9515 -0.8105 3.4959  -1.18
32 C 2.8970 -0.0518 2.6187  1.09
33 C 3.9503 0.6241 3.2378  -1.07
34 C 4.8345 1.3513 2.4174  -0.76
35 C 4.6267 1.3640 1.0669  -1.13
36 C 3.5756 0.5928 0.5262  0.90
37 N 2.7063 -0.0843 1.2870  0.26
38 C 3.4309 0.5085 -0.9843  0.42
39 C 4.4969 0.6256 -1.8627  -1.04
40 C 4.2775 0.4144 -3.2119  -0.90
41 C 3.0180 0.0278 -3.6291  -0.94
42 C 2.0506 -0.1478 -2.6466  0.62
43 N 2.2380 0.0990 -1.3602  0.56
44 C 0.7126 -0.5386 -3.0598  0.54
45 C 0.1357 -0.0476 -4.2502  -0.99
46 C -1.1744 -0.4034 -4.5602  -0.69
47 C -1.8880 -1.2613 -3.6885  -0.55
48 C -1.2321 -1.7424 -2.5675  0.82
49 C -1.8216 -2.8359 -1.7402  -1.34
50 N -0.0084 -1.3858 -2.2378  -0.20
51 H 2.2484 -0.8504 4.5307  0.57
52 H 1.9214 -1.8623 3.1317  0.17
53 H 0.9525 -0.4669 3.3846  0.10
54 H 4.0300 0.5848 4.2958  0.53
55 H 5.7192 1.8429 2.8200  0.44
56 H 5.2866 1.8853 0.3892  0.44
57 H 5.4777 0.9067 -1.5061  0.48
58 H 5.0958 0.6152 -3.8271  0.53
59 H 2.8779 -0.0789 -4.7283  0.47
60 H 0.5706 0.7245 -4.8480  0.49
61 H -1.6425 0.0904 -5.4256  0.39
62 H -2.9595 -1.4513 -3.9070  0.41
63 H -1.6079 -3.7569 -2.2727  0.45
64 H -2.8861 -2.7684 -1.6636  0.41
65 H -1.3271 -2.8833 -0.7555  0.22
66 N -0.1975 -7.9523 2.2081  -0.46
67 C -0.1408 -6.8357 2.0425  -0.25
68 C -0.1783 -5.4073 1.8437  0.51
69 C 0.8660 -4.6959 1.2540  -1.42
70 C 0.6431 -3.3595 1.0409  0.33
71 C -0.4543 -2.7032 1.5076  0.55
72 C -1.4765 -3.4414 2.1594  -0.45
73 C -1.3133 -4.7755 2.3169  -0.80
74 H 1.7701 -5.2462 0.9787  0.49
75 H 1.4400 -2.8315 0.5339  0.62
76 H -2.4394 -2.9588 2.4993  0.27
77 H -2.0869 -5.4204 2.8236  0.36

(3)
# C2H2IrO2P

A molecular structure, C2H2IrO2P at a distorted geometry (the ωB97M-V functional and the def2-TZVPD basis, the OMol25 dataset).

HOMO (spin up / spin down) = -17.77 / -21.12 eV
DFT total energy = -18301.9858 eV
net charge = +2
HOMO-LUMO gap (spin up / spin down) = 5.886 / 7.713 eV
energy above the lowest of the compared OMol25 structures with the same formula, charge and spin = 28.8 kJ/mol
<S²> = 6.02
lowest unoccupied orbital energy (spin up / spin down) = -11.889 / -13.409 eV
2S+1 = 5

Last column: Mulliken charge in e.
Cartesian coordinates (Å):
1 P -1.9806 0.6214 -0.3920  0.79
2 O -0.4424 0.9038 -1.0601  -0.27
3 C 0.5915 0.5753 0.0162  -0.22
4 H 0.6244 1.1984 0.9421  0.28
5 H 1.6011 0.6422 -0.4051  0.41
6 C 0.0645 -0.7522 0.4524  -0.01
7 O -1.2237 -0.6523 0.5772  -0.23
8 Ir 0.7652 -2.5367 -0.1308  1.26

(4)
# C4H7N2

A gas-phase ion, C4H7N2 (charge +1) at a distorted geometry (the ωB97M-V functional and the def2-TZVPD basis, the OMol25 dataset).

HOMO (spin up / spin down) = -12.77 / -15.62 eV
DFT total energy = -7228.3731 eV
net charge = +1
HOMO-LUMO gap (spin up / spin down) = 9.248 / 7.930 eV
energy above the lowest of the compared OMol25 structures with the same formula, charge and spin = 227.6 kJ/mol
<S²> = 2.03
lowest unoccupied orbital energy (spin up / spin down) = -3.517 / -7.692 eV
2S+1 = 3

Last column: Mulliken charge in e.
Cartesian coordinates (Å):
1 C 0.3901 1.2871 0.0324  -0.42
2 C -0.9191 -0.0304 -1.7337  -1.03
3 C 0.7929 -0.6921 1.3156  -0.28
4 C -0.2385 -0.1081 -0.5528  0.80
5 N -0.4959 -0.8993 0.6104  -0.12
6 N 1.2777 0.2606 0.2582  -0.32
7 H 0.6291 2.1098 -0.6694  0.42
8 H -0.3146 1.5511 0.7982  0.31
9 H -1.7542 -0.5263 -1.7857  0.41
10 H -0.4324 0.6069 -2.4970  0.30
11 H 0.8000 -0.1969 2.2862  0.33
12 H 1.4025 -1.6215 1.2942  0.30
13 H -1.1375 -1.7411 0.6434  0.30

(5)
# C48H35N6NbO2P

A molecular structure, C48H35N6NbO2P at a distorted geometry (the ωB97M-V functional and the def2-TZVPD basis, the OMol25 dataset).

HOMO (spin up / spin down) = -13.68 / -13.68 eV
DFT total energy = -74191.4394 eV
net charge = +3
HOMO-LUMO gap (spin up / spin down) = 2.535 / 2.566 eV
energy above the lowest of the compared OMol25 structures with the same formula, charge and spin = 106.2 kJ/mol
lowest unoccupied orbital energy (spin up / spin down) = -11.143 / -11.115 eV

Last column: Mulliken charge in e.
Cartesian coordinates (Å):
1 Nb -2.1204 0.4714 -1.2561  -1.44
2 O -6.3946 1.2268 -1.2078  -0.51
3 C -5.3344 0.7562 -0.8124  0.31
4 N -4.0928 1.4796 -0.8343  0.36
5 C -4.1286 2.6670 -1.6109  0.51
6 C -5.0836 3.6834 -1.5004  -0.60
7 C -5.2110 4.5711 -2.6135  -0.77
8 C -4.2040 4.7887 -3.5202  -0.67
9 C -3.1573 3.8570 -3.5536  -0.83
10 C -3.2642 2.7142 -2.6846  0.71
11 N -2.4157 1.5652 -2.8925  1.08
12 C -2.5414 0.7990 -4.0777  0.36
13 O -3.0261 1.1859 -5.1323  -0.53
14 C -1.5442 -0.3620 -4.0510  0.48
15 C -1.1531 -1.0886 -5.2262  -0.85
16 C -0.4683 -2.2576 -4.9957  -0.56
17 C 0.1654 -2.4705 -3.7369  -0.48
18 C -0.2198 -1.7538 -2.6335  -0.57
19 N -1.2421 -0.8744 -2.7966  0.50
20 C -5.0321 -0.6436 -0.6237  0.51
21 C -6.0422 -1.5976 -0.4694  -0.84
22 C -5.7253 -2.9485 -0.5306  -0.28
23 C -4.3692 -3.2547 -0.7534  -0.79
24 C -3.3246 -2.3658 -0.6548  -0.10
25 N -3.6623 -1.0364 -0.6433  0.39
26 H -5.8297 3.6904 -0.7265  0.52
27 H -6.1103 5.0998 -2.6790  0.52
28 H -4.2577 5.6765 -4.1860  0.43
29 H -2.3545 3.9029 -4.3094  0.48
30 H -1.4243 -0.7321 -6.1652  0.65
31 H -0.2875 -2.9734 -5.8037  0.47
32 H 0.9061 -3.2835 -3.6330  0.51
33 H 0.2091 -1.9691 -1.6532  0.62
34 H -7.0787 -1.2847 -0.5023  0.52
35 H -6.4035 -3.7747 -0.4043  0.51
36 H -4.0998 -4.2903 -1.0670  0.39
37 H -2.2499 -2.6550 -0.4969  0.50
38 C 1.1446 2.9686 -2.9073  -0.86
39 C 0.7630 1.6679 -2.6184  -0.41
40 N -0.0855 1.4285 -1.6086  0.24
41 C -0.0584 2.3319 -0.5475  -0.05
42 C 0.5253 3.6666 -0.7226  1.01
43 C 0.8359 4.0338 -2.0679  -1.03
44 C 0.7224 4.4428 0.4168  -0.80
45 C 0.3394 3.9648 1.7055  -0.91
46 C -0.4415 2.7311 1.8200  0.94
47 C -0.7177 2.1796 3.1094  -0.54
48 C -1.5819 1.1135 3.1434  -1.11
49 C -1.8928 0.3918 1.9511  -0.29
50 N -1.4264 0.7191 0.7574  0.39
51 C -0.5747 1.8981 0.7026  0.94
52 H 1.6749 3.1145 -3.8349  0.54
53 H 1.1101 0.8069 -3.2340  0.36
54 H 0.8083 5.1174 -2.4023  0.49
55 H 1.1219 5.4480 0.3492  0.52
56 H 0.4549 4.6654 2.5673  0.50
57 H -0.2535 2.6503 4.0250  0.47
58 H -1.9032 0.7463 4.1110  0.50
59 H -2.5269 -0.4855 2.0443  0.62
60 C 5.6257 -1.8419 -1.3171  -0.85
61 C 4.3296 -1.3842 -1.6419  -0.47
62 C 3.3694 -1.0866 -0.6567  0.00
63 C 3.7261 -1.2317 0.7120  0.19
64 C 5.0594 -1.6304 1.0287  -0.39
65 C 5.9517 -1.9678 0.0301  -0.45
66 P 2.4693 -1.2367 1.9673  0.82
67 C 2.3670 -2.8758 2.5749  0.17
68 C 1.5758 -3.1139 3.7126  -0.61
69 C 1.4095 -4.3525 4.2959  -0.57
70 C 2.1605 -5.4142 3.7916  -0.67
71 C 2.9342 -5.1869 2.6573  -0.37
72 C 2.9839 -3.9810 1.9917  -0.31
73 C 3.3391 -0.3878 3.3231  -0.06
74 C 3.8260 -1.1234 4.3988  0.25
75 C 4.2250 -0.4875 5.5502  -0.98
76 C 4.4036 0.8877 5.5620  -0.41
77 C 4.0346 1.6362 4.4823  -0.72
78 C 3.4404 0.9908 3.3986  -0.40
79 H 6.4435 -2.0198 -2.0153  0.41
80 H 3.9854 -1.3126 -2.6617  0.41
81 H 2.4380 -0.6197 -1.0227  0.26
82 H 5.4419 -1.4586 2.0436  0.32
83 H 6.8953 -2.4248 0.3922  0.38
84 H 1.0563 -2.2903 4.1665  0.42
85 H 0.8628 -4.4782 5.2110  0.43
86 H 2.0825 -6.3542 4.2775  0.46
87 H 3.6900 -5.8946 2.2237  0.32
88 H 3.6558 -3.8887 1.0856  0.25
89 H 3.8292 -2.2173 4.3522  0.48
90 H 4.5992 -1.0528 6.3786  0.40
91 H 4.8237 1.4593 6.4536  0.32
92 H 4.3059 2.6759 4.4188  0.45
93 H 3.1940 1.5440 2.5130  0.51